(1)
C35H29IrN8O5 | the ωB97M-V functional and the def2-TZVPD basis

Summary:
Energy relative to the best compared isomer or geometry (same formula, charge and spin) = 23.3 kJ/mol
Molecular weight = 833.9 g mol⁻¹
E_LUMO (spin up / spin down) = -5.76 / -8.59 eV

Geometry as ORCA input:
```
! RIJCOSX wB97M-V def2-TZVPD def2/J DEFGRID3
* xyz 2 5
C 1.17 -3.21 1.08
C -2.65 0.07 4.44
C 0.87 2.28 -1.23
N 2.44 -0.31 0.79
H -0.45 -6.15 0.79
N -3.89 0.05 -0.24
O 0.61 1.67 -0.17
C 4.72 -0.38 0.04
H -5.69 -2.59 -0.50
H 4.58 0.28 3.35
C -0.28 -5.09 0.78
Ir 0.42 -0.35 0.45
H 3.11 1.57 -6.72
C -2.88 2.31 -4.41
C 2.88 -0.04 2.07
H -1.48 -0.27 -2.73
C -1.29 -4.20 0.46
H -6.14 -0.91 -0.65
H 1.09 -0.30 5.46
O 0.89 -0.11 -2.14
H 1.79 -5.23 1.37
C 3.35 -0.48 -0.18
C -3.25 -0.23 6.93
N 0.20 -2.35 0.75
C -1.02 -2.85 0.46
C -1.80 3.19 -4.44
C 3.30 1.73 -2.87
C -4.18 -1.25 -0.27
H 2.97 -0.69 -1.16
H -2.29 -4.53 0.21
O -2.90 -0.65 7.99
H 6.24 -0.02 1.53
C -2.63 0.37 -0.02
H 2.30 0.41 4.05
H 0.67 -0.76 -2.82
C 4.27 0.07 2.34
C 0.06 -0.18 5.17
H -1.98 0.29 2.43
H -1.37 1.95 0.28
H -3.05 2.34 0.00
C -1.57 0.69 -3.21
N -3.28 -2.24 -0.05
C 2.08 1.50 -3.49
H 1.07 1.25 -5.38
C 2.02 1.44 -4.88
C 1.94 0.13 3.07
H 5.40 -0.51 -0.78
H -3.69 0.16 4.15
H 5.27 2.01 -5.60
N -5.44 -1.61 -0.51
H 3.36 1.80 -1.79
H -4.70 0.44 5.82
C -0.30 0.01 3.78
H -0.66 -0.42 7.16
C -0.60 2.83 -3.87
H 2.13 -2.77 1.33
C -0.46 1.56 -3.26
C -0.91 -0.25 6.12
C -2.06 -1.84 0.15
C -2.28 -0.12 5.78
H 5.39 2.12 -3.13
H -3.60 0.38 -3.78
C 3.17 1.62 -5.64
H -1.90 4.16 -4.92
C 0.84 1.18 -2.70
H -3.82 2.60 -4.86
N -2.31 1.66 0.11
C 4.44 1.92 -3.62
C -2.76 1.06 -3.79
C -1.70 0.12 3.46
O 1.08 3.40 -1.53
C 5.18 -0.10 1.33
H 0.24 3.51 -3.87
N -1.63 -0.56 0.13
C 4.38 1.86 -5.01
O -4.54 0.08 6.70
C 0.97 -4.58 1.11
N 0.56 0.04 2.79
*
```

Atom charges from the Löwdin analysis, given in e for atoms 1 to 5:
1. C -0.0775
2. C 0.0069
3. C -0.4753
4. N -0.0814
5. H 0.1291



(2)
C23H53BIN3O10S | the ωB97M-V functional and the def2-TZVPD basis

Summary:
Molecular weight = 701.5 g mol⁻¹
E_LUMO = -0.07 eV

Geometry as ORCA input:
```
! RIJCOSX wB97M-V def2-TZVPD def2/J DEFGRID3
* xyz 0 1
C -5.94 -1.18 -1.82
H 8.23 -3.94 5.97
H 4.25 1.38 -7.81
O 3.62 -0.61 5.68
H -6.44 1.59 -1.91
H 3.62 1.14 6.69
B -2.76 -1.22 0.75
O -2.97 -2.52 1.12
N -7.94 -0.52 -0.54
N 2.16 3.61 -4.73
H 1.24 0.27 -0.44
H -2.16 -3.04 1.14
H -1.57 0.11 -0.52
H 6.19 -0.84 5.23
O 7.49 -2.58 7.24
C 4.94 -2.20 4.39
H 2.82 2.26 -7.25
H -5.46 -2.06 -2.25
C 7.37 -2.42 4.77
H -0.24 0.61 3.40
H 2.45 2.14 -2.27
H 4.91 -2.76 3.45
C 4.48 3.75 -5.54
H 4.77 -2.91 5.21
H -7.15 -2.45 -0.61
H 8.25 -1.78 4.83
H 3.93 -0.46 3.62
C 3.91 2.32 -7.36
H 7.50 -3.07 3.91
H -0.98 -1.54 -0.58
H -11.29 -1.23 -0.90
H -5.57 1.65 -3.46
H 2.20 0.76 -5.22
C -9.62 0.41 -3.17
O -6.06 -0.23 -2.87
H 2.09 2.86 -5.41
H 6.48 -3.95 6.06
C 0.86 0.56 0.54
H -7.89 -1.94 -2.13
H 2.88 -1.77 4.19
H -3.89 -0.05 1.81
C 7.35 -3.29 6.03
C -7.29 -1.60 -1.28
H 5.48 4.01 -5.20
C -10.33 -0.99 -1.37
I 0.40 2.60 0.63
O 4.57 2.46 -6.12
C 2.28 0.39 -4.19
H -10.05 -1.85 -1.98
C 1.47 2.13 -2.75
C -1.37 -0.77 0.10
N 6.23 -1.54 4.50
O 1.24 0.87 -3.37
H 0.74 2.19 -1.94
H 6.41 -1.88 8.81
H 6.17 -0.97 7.33
H -10.12 0.95 -3.98
C 3.80 -1.21 4.40
C 4.03 0.74 5.77
H 0.33 -1.48 2.85
O 1.92 0.31 1.49
H 2.20 -0.69 -4.22
H 3.90 2.99 -3.66
H 4.15 3.14 -8.04
H -9.69 0.14 0.31
O -10.59 0.14 -2.18
H -9.19 -0.50 -3.58
C 3.55 3.78 -4.34
H 3.66 4.74 -3.83
H 1.21 4.23 -2.99
C -9.35 -0.74 -0.23
H -9.41 -1.59 0.46
C -0.28 -0.38 1.09
S -1.16 0.56 2.43
H 4.18 4.50 -6.29
H -4.73 1.10 -1.99
C 6.31 -1.97 7.73
H 3.65 1.32 4.93
C -5.68 1.09 -2.53
C 1.24 3.34 -3.64
H 5.42 -2.57 7.52
C 1.96 -1.07 1.53
O -3.81 -0.34 0.89
C 0.54 -1.49 1.78
H -7.85 0.34 -1.07
H 3.27 0.66 -3.79
O 2.92 -1.74 1.33
H -8.82 1.05 -2.79
H 0.24 3.24 -4.08
H 0.37 -2.52 1.47
H 5.12 0.84 5.81
H -5.29 -0.80 -1.02
*
```

Atom charges from the Löwdin analysis, given in e for atoms 1 to 5:
1. C -0.2071
2. H 0.1207
3. H 0.0888
4. O -0.1856
5. H 0.0761



(3)
C3HINO | the ωB97M-V functional and the def2-TZVPD basis

Summary:
Energy relative to the best compared isomer or geometry (same formula, charge and spin) = 329.6 kJ/mol
Molecular weight = 194.0 g mol⁻¹
E_LUMO = -7.95 eV

Geometry as ORCA input:
```
! RIJCOSX wB97M-V def2-TZVPD def2/J DEFGRID3
* xyz 1 1
H -0.08 0.70 -0.46
C 0.33 -0.19 -0.28
C 1.18 -1.17 -0.11
O 0.99 -2.48 -0.11
N -1.38 -2.04 0.19
C -0.30 -2.49 0.12
I 2.94 0.04 0.00
*
```

Atom charges from the Löwdin analysis, given in e for atoms 1 to 5:
1. H 0.0629
2. C 0.2218
3. C -0.7390
4. O 0.1260
5. N 0.2720



(4)
C16H32B2Cl10FNO3 | the ωB97M-V functional and the def2-TZVPD basis

Summary:
SMILES = CN(C)B(O)B(CC=O)CC(=O)F.ClCCCl.ClCCCl.ClCCCl.ClCCCl.ClCCCl
Molecular weight = 681.6 g mol⁻¹
E_LUMO = -0.17 eV

Geometry as ORCA input:
```
! RIJCOSX wB97M-V def2-TZVPD def2/J DEFGRID3
* xyz 0 1
H 0.05 -0.61 -3.42
H -2.03 -0.72 -2.14
H 2.46 -0.50 1.21
C -2.43 -4.34 -1.60
C -2.51 6.00 -2.97
Cl -3.12 5.79 -1.31
C -5.13 -6.20 -4.19
H -2.72 5.16 -4.92
H -3.21 -5.04 -1.88
C 5.48 3.30 8.00
H 1.52 2.68 -1.68
H -7.04 -5.86 -5.08
H 3.63 -0.76 -1.80
H 2.91 0.80 -2.04
C 1.56 -0.27 0.65
Cl -7.06 -8.12 -4.47
H -1.16 2.86 -1.32
H -2.09 -4.57 -0.59
C 5.86 2.09 8.82
H -0.83 2.30 0.31
Cl 3.00 -0.91 4.49
Cl -1.79 -4.24 -4.26
O 0.65 -1.02 -2.80
O 1.26 3.63 0.03
Cl 5.42 2.93 6.26
H -0.78 -5.38 -2.47
Cl 3.86 1.17 2.01
H 4.67 2.32 3.88
H 3.70 0.37 -0.50
B -0.62 0.75 -1.28
O -4.16 0.05 -0.42
C 0.86 2.86 -0.82
H 6.22 4.09 8.14
Cl -4.41 -6.91 -2.72
H 6.78 1.64 8.45
C 4.29 0.31 4.55
H -7.10 -6.06 -3.33
H -4.10 4.84 -3.86
H 5.20 -0.15 4.17
F -2.36 0.06 0.86
H -2.85 6.97 -3.32
Cl 4.59 0.84 8.79
H 6.00 2.38 9.86
Cl -3.14 -2.70 -1.55
C -6.62 -6.41 -4.24
C 3.93 1.54 3.75
C 3.07 0.02 -1.30
H 2.96 1.94 4.05
H 4.44 0.57 5.59
C -2.96 0.09 -0.34
H 4.51 3.69 8.29
B 0.68 -0.31 -1.61
H 1.32 0.77 0.86
H 0.82 -0.97 1.00
N 1.82 -0.56 -0.77
H -4.64 -6.65 -5.05
Cl -2.33 3.33 -3.50
C -3.02 4.93 -3.90
C -2.10 0.21 -1.58
H -0.53 -3.63 -2.36
H -4.91 -5.14 -4.18
C -1.26 -4.41 -2.56
H -2.61 0.91 -2.23
C -0.49 2.23 -0.72
H -1.42 6.01 -2.93
*
```

Atom charges from the Löwdin analysis, given in e for atoms 1 to 5:
1. H 0.0874
2. H 0.0302
3. H 0.0050
4. C -0.6341
5. C -0.6619



(5)
C4H11PS | the ωB97M-V functional and the def2-TZVPD basis

Summary:
Energy relative to the best compared isomer or geometry (same formula, charge and spin) = 444.5 kJ/mol
Molecular weight = 122.2 g mol⁻¹
E_LUMO (spin up / spin down) = -0.06 / 0.21 eV

Geometry as ORCA input:
```
! RIJCOSX wB97M-V def2-TZVPD def2/J DEFGRID3
* xyz 0 1
H 0.39 1.56 0.40
C -1.39 0.07 0.65
H -0.55 -2.03 0.39
C -2.05 1.07 -0.31
H -2.14 -0.33 1.30
H 3.95 -1.20 -0.82
H 1.63 0.12 -1.48
C -0.74 -1.08 -0.04
P 2.73 -1.57 -0.21
H 3.01 -1.34 1.25
S 1.78 1.16 0.66
H -3.04 0.85 -0.64
H -1.41 1.28 -1.21
H -0.71 0.82 1.30
C 1.62 -0.19 -0.49
H -2.10 1.96 0.30
H -0.97 -1.15 -1.06
*
```

Atom charges from the Löwdin analysis, given in e for atoms 1 to 5:
1. H -0.1016
2. C -0.3691
3. H 0.0405
4. C -0.1382
5. H 0.0939



(6)
C24H23N5O5S | the ωB97M-V functional and the def2-TZVPD basis

Summary:
SMILES = Cn1c(=O)c2cc(S(=O)(=O)N[C@@H](C(=O)NCc3ccccn3)c3ccccc3)ccc2n(C)c1=O
Energy relative to the best compared isomer or geometry (same formula, charge and spin) = 59.4 kJ/mol
Molecular weight = 493.5 g mol⁻¹
E_LUMO = 0.09 eV

Geometry as ORCA input:
```
! RIJCOSX wB97M-V def2-TZVPD def2/J DEFGRID3
* xyz 0 1
N -3.97 -0.50 -0.73
H -1.27 0.99 -1.60
C 0.60 2.83 1.14
O 3.48 -2.77 1.59
H -2.16 -0.92 0.41
N 3.03 3.53 -0.09
H -6.96 -0.09 -2.18
C -3.98 1.50 -2.04
N 1.31 -2.72 0.36
O -0.49 2.56 1.60
H -5.67 -1.61 -0.68
C -5.29 1.26 -2.40
N 0.89 4.10 0.70
H 0.31 5.99 1.36
C 1.69 1.86 0.98
H -3.45 2.36 -2.39
C 2.07 4.50 0.09
H 4.39 3.39 -1.69
C -0.12 5.14 0.84
C -0.08 -2.34 0.35
C -1.49 -4.69 -2.26
H -1.87 1.63 -0.05
H -0.46 5.46 -0.14
C 4.25 3.94 -0.76
C 3.86 1.26 0.12
C -3.35 0.58 -1.20
C -2.68 -5.09 -1.67
H -0.94 4.72 1.41
O 0.58 -0.53 -1.11
C 1.51 0.56 1.44
H 4.78 1.51 -0.38
C -5.93 0.13 -1.92
H -3.34 -5.77 -2.18
H 4.39 -0.80 0.37
S 2.22 -2.10 1.62
H -2.42 -3.39 1.23
O 2.23 5.64 -0.27
C -1.92 0.78 -0.75
H 5.11 3.79 -0.11
H 1.77 -2.57 -0.52
H -3.93 -4.92 0.06
C -3.01 -4.61 -0.41
C -0.27 -0.99 -0.37
C 2.87 2.23 0.33
H -5.81 1.95 -3.05
C 2.48 -0.38 1.20
C -0.97 -3.34 -0.34
C -2.16 -3.75 0.25
C -0.64 -3.82 -1.61
N -1.44 -0.41 -0.09
O 1.41 -2.18 2.80
H 4.15 5.00 -0.99
H 0.61 0.30 1.97
C -5.22 -0.71 -1.08
C 3.65 -0.04 0.54
H 0.27 -3.50 -2.08
H -1.23 -5.06 -3.24
H -0.37 -2.25 1.40
*
```

Atom charges from the Löwdin analysis, given in e for atoms 1 to 5:
1. N 0.1052
2. H 0.1353
3. C -0.3640
4. O -0.2826
5. H 0.1249



(7)
C3H4N2O | the ωB97M-V functional and the def2-TZVPD basis

Summary:
SMILES = Oc1cc[nH]n1
Energy relative to the best compared isomer or geometry (same formula, charge and spin) = 213.0 kJ/mol
Molecular weight = 84.1 g mol⁻¹
E_LUMO = 0.87 eV

Geometry as ORCA input:
```
! RIJCOSX wB97M-V def2-TZVPD def2/J DEFGRID3
* xyz 0 1
H -0.65 1.86 -0.03
H -2.41 0.49 0.13
C -0.85 -0.30 0.09
N 1.09 -0.93 -0.19
C -0.10 0.88 -0.12
N -0.11 -1.46 -0.01
H 1.93 -1.49 0.21
H 2.17 0.90 0.06
O -2.25 -0.41 -0.12
C 1.18 0.46 -0.01
*
```

Atom charges from the Löwdin analysis, given in e for atoms 1 to 5:
1. H 0.1265
2. H 0.0603
3. C -0.3546
4. N -0.0943
5. C -0.0484



(8)
C31H30N2O4Si | the ωB97M-V functional and the def2-TZVPD basis

Summary:
SMILES = C[Si](C)(C)OCC[C@@H](C#N)[C@H](C#N)CC(=O)c1ccccc1.O=C1c2ccccc2C(=O)c2ccccc21
Molecular weight = 522.7 g mol⁻¹
E_LUMO = -1.17 eV

Geometry as ORCA input:
```
! RIJCOSX wB97M-V def2-TZVPD def2/J DEFGRID3
* xyz 0 1
H 4.32 7.18 -1.45
H -0.62 1.08 -2.93
O 1.45 5.94 -5.13
C 0.31 2.93 -3.49
H -5.54 0.57 1.19
C 1.34 5.08 -4.28
H -5.48 -1.77 1.95
H -1.14 -2.54 1.31
H 0.95 -2.73 -1.39
O -4.49 -3.73 3.03
C -1.46 -4.47 2.20
C 3.65 6.35 -1.60
C -0.23 3.77 -5.68
H -0.47 -4.39 -0.87
N -2.57 -6.73 1.52
C -2.54 -3.50 0.16
C 1.02 3.05 -2.18
Si 2.45 -1.95 1.65
C -1.05 2.67 -5.90
H -2.44 -4.56 4.12
H -0.11 4.53 -6.44
C 4.31 -1.89 1.77
H -0.46 -4.73 2.53
C -1.19 1.70 -4.91
C 1.74 -0.22 1.54
H -1.83 0.85 -5.08
H -1.47 -3.11 3.89
H 0.50 -4.70 0.57
C -2.17 -3.79 3.40
C 2.62 4.34 -0.79
H 1.99 -2.05 4.03
C -4.64 0.17 1.63
H 4.74 -2.76 2.27
H 3.07 6.98 -3.58
H 2.47 3.59 -0.02
H -1.47 1.07 2.42
C -0.09 -3.95 0.06
C -2.35 0.46 2.31
H 1.76 0.19 0.53
O 2.09 -2.83 0.29
H 4.02 5.50 0.34
C -1.30 -3.56 0.95
C 2.95 6.24 -2.79
C -3.44 -1.66 2.61
C 0.45 3.90 -4.48
H 4.74 -1.79 0.77
C -3.51 0.98 1.75
C -0.51 1.83 -3.71
C 2.09 5.17 -2.99
C 1.92 4.22 -1.99
H -1.42 -1.23 3.19
H -1.58 2.57 -6.83
C -2.32 -0.85 2.74
H 0.72 -2.94 3.20
C -2.10 -5.74 1.85
C 3.47 5.40 -0.60
C 1.79 -2.74 3.21
O 0.86 2.22 -1.31
N -3.51 -3.45 -0.45
H 0.31 -1.82 -0.04
H 4.59 -0.99 2.32
H 2.33 -3.66 3.43
H -3.53 2.00 1.41
C -3.46 -3.10 3.02
H 2.31 0.44 2.20
C -4.61 -1.14 2.06
H 0.71 -0.21 1.89
C 0.81 -2.76 -0.31
*
```

Atom charges from the Löwdin analysis, given in e for atoms 1 to 5:
1. H 0.1079
2. H 0.1183
3. O 0.1095
4. C -0.0829
5. H 0.1077



Question: Which value of molecular weight does entry 5 give?
Answer: 122.2 g mol⁻¹



Question: Number 6 is which compound?
Answer: C24H23N5O5S



Copy entry 3 word for word.
C3HINO | the ωB97M-V functional and the def2-TZVPD basis

Summary:
Energy relative to the best compared isomer or geometry (same formula, charge and spin) = 329.6 kJ/mol
Molecular weight = 194.0 g mol⁻¹
E_LUMO = -7.95 eV

Geometry as ORCA input:
```
! RIJCOSX wB97M-V def2-TZVPD def2/J DEFGRID3
* xyz 1 1
H -0.08 0.70 -0.46
C 0.33 -0.19 -0.28
C 1.18 -1.17 -0.11
O 0.99 -2.48 -0.11
N -1.38 -2.04 0.19
C -0.30 -2.49 0.12
I 2.94 0.04 0.00
*
```

Atom charges from the Löwdin analysis, given in e for atoms 1 to 5:
1. H 0.0629
2. C 0.2218
3. C -0.7390
4. O 0.1260
5. N 0.2720